No. 1
Entry from OMol25: a structure of composition C38H42F6N5PPtSSb2 at a distorted geometry (wB97M-V/def2-TZVPD).

Structure (XYZ):
```
96
C38H42F6N5PPtSSb2 (wB97M-V/def2-TZVPD)
Pt 0.038 0.837 2.667
S 1.001 1.327 4.836
C 1.764 -0.217 4.616
C 2.689 -0.794 5.487
C 3.199 -2.041 5.165
C 2.794 -2.657 3.982
C 1.885 -2.005 3.159
N 1.378 -0.815 3.467
H 2.983 -0.273 6.386
H 3.904 -2.525 5.824
H 3.182 -3.627 3.708
H 1.557 -2.451 2.231
C -1.245 -0.119 -1.946
C -1.057 1.384 -2.096
C -0.736 2.049 -0.765
Sb 0.969 3.467 -0.737
C 2.331 1.832 -0.198
C 2.548 1.493 1.131
C 3.411 0.450 1.446
C 4.025 -0.278 0.442
C 3.805 0.058 -0.882
C 2.960 1.114 -1.205
C 1.450 3.816 -2.887
C 2.767 3.769 -3.301
C 3.039 3.862 -4.659
C 2.009 4.072 -5.560
C 0.702 4.182 -5.115
C 0.414 4.077 -3.762
Sb 0.656 -1.202 -2.040
C -0.140 -3.234 -1.706
C 0.430 -4.075 -0.771
C -0.117 -5.336 -0.580
C -1.220 -5.727 -1.320
C -1.771 -4.874 -2.259
C -1.234 -3.610 -2.461
C 1.161 -0.842 -4.127
C 0.239 -0.233 -4.963
C 0.555 -0.076 -6.304
C 1.784 -0.492 -6.791
C 2.697 -1.099 -5.942
C 2.394 -1.257 -4.599
H -1.867 -0.521 -2.746
H -1.727 -0.352 -0.997
H -1.979 1.822 -2.484
H -0.273 1.589 -2.830
H -0.429 1.308 -0.007
H -1.601 2.584 -0.385
H 2.183 2.120 1.933
H 3.651 0.247 2.478
H 4.702 -1.078 0.693
H 4.337 -0.459 -1.668
H 2.829 1.386 -2.243
H 3.580 3.671 -2.596
H 4.062 3.805 -4.998
H 2.235 4.192 -6.610
H -0.096 4.368 -5.816
H -0.602 4.195 -3.411
H 1.301 -3.770 -0.208
H 0.326 -6.007 0.138
H -1.651 -6.702 -1.163
H -2.622 -5.182 -2.846
H -1.661 -2.957 -3.210
H -0.728 0.091 -4.608
H -0.173 0.369 -6.967
H 2.040 -0.324 -7.827
H 3.648 -1.444 -6.318
H 3.112 -1.721 -3.936
F -1.383 2.539 1.921
P -0.887 4.106 2.497
F 0.638 3.530 2.057
F -1.043 4.569 0.944
F -0.678 3.364 3.913
F -0.280 5.456 2.947
F -2.391 4.409 2.812
C -2.247 -0.244 4.434
N -3.512 -0.831 4.798
C -3.617 -2.179 4.261
N -3.522 -2.120 2.805
C -2.262 -1.535 2.411
N -2.116 -0.161 2.953
C -3.277 0.637 2.466
N -4.515 0.022 2.862
C -4.626 -0.028 4.312
C -4.629 -1.311 2.298
H -1.443 -0.873 4.835
H -2.170 0.765 4.853
H -4.575 -2.616 4.550
H -2.812 -2.800 4.659
H -2.217 -1.503 1.317
H -1.448 -2.166 2.780
H -3.237 0.699 1.376
H -3.229 1.644 2.882
H -5.571 -0.496 4.597
H -4.589 0.981 4.730
H -4.578 -1.254 1.207
H -5.582 -1.763 2.585
```

Properties
- Charge: +3
- E_HOMO (alpha / beta): -15.50 / -15.44 eV
- Gap between HOMO and LUMO (alpha / beta): 7.4 / 4.1 eV
- Multiplicity: 6
- <S²>: 8.791

Löwdin population analysis, charges in e, atoms 1 to 5:
1. Pt 0.97
2. S 0.97
3. C -0.69
4. C -0.01
5. C 0.02



No. 2
Entry from OMol25: a cluster of 2 separate species, C38H42N3O in total at a distorted geometry (wB97M-V/def2-TZVPD).

Structure (XYZ):
```
84
C38H42N3O (wB97M-V/def2-TZVPD)
C 2.926 -4.721 4.525
C 2.184 -4.000 3.441
C 2.779 -2.907 2.810
C 2.156 -2.248 1.747
C 2.951 -1.245 0.970
C 0.828 -2.591 1.448
N 0.080 -1.796 0.528
C -0.248 -0.483 0.669
C 0.444 0.493 1.502
C 0.376 0.379 2.938
C 1.347 1.226 3.686
C -0.375 -0.651 3.605
C -1.654 -1.076 3.174
C -2.399 -1.986 3.922
C -1.825 -2.632 5.019
C -0.534 -2.284 5.422
C 0.149 -1.255 4.785
O 1.122 1.401 0.958
N -0.803 -0.065 -0.497
C -1.004 1.300 -0.832
C -1.714 2.148 0.037
C -2.394 1.712 1.298
C -1.831 3.496 -0.310
C -1.336 3.981 -1.518
C -1.526 5.429 -1.855
C -0.670 3.106 -2.377
C -0.446 1.769 -2.027
C 0.443 0.929 -2.885
C -0.977 -1.184 -1.313
C -0.457 -2.244 -0.682
C 0.220 -3.715 2.026
C -1.167 -4.134 1.664
C 0.919 -4.410 3.021
H 2.308 -5.518 4.951
H 3.846 -5.171 4.128
H 3.223 -4.038 5.332
H 3.772 -2.571 3.122
H 2.604 -1.123 -0.063
H 2.971 -0.260 1.456
H 3.994 -1.592 0.923
H 0.985 1.411 4.705
H 2.334 0.736 3.773
H 1.517 2.179 3.165
H -2.067 -0.651 2.259
H -3.421 -2.215 3.619
H -2.379 -3.408 5.551
H -0.050 -2.814 6.246
H 1.141 -0.949 5.135
H -3.029 2.540 1.645
H -3.053 0.841 1.209
H -1.678 1.515 2.103
H -2.334 4.174 0.385
H -1.287 5.613 -2.905
H -2.563 5.730 -1.664
H -0.885 6.074 -1.239
H -0.277 3.470 -3.329
H 0.813 1.558 -3.703
H 1.323 0.559 -2.342
H -0.068 0.079 -3.350
H -1.417 -1.106 -2.292
H -0.355 -3.272 -0.991
H -1.469 -4.955 2.325
H -1.894 -3.326 1.812
H -1.246 -4.490 0.629
H 0.446 -5.275 3.493
C -5.705 -0.428 -0.673
N -4.699 -0.512 -1.751
C -5.106 -0.993 -3.039
C -4.777 -2.294 -3.452
C -5.541 -2.905 -4.454
C -6.555 -2.191 -5.108
C -6.738 -0.832 -4.822
C -6.007 -0.227 -3.798
C -3.525 0.054 -1.493
H -6.599 -0.984 -0.967
H -5.290 -0.860 0.246
H -5.958 0.624 -0.478
H -3.973 -2.830 -2.938
H -5.358 -3.948 -4.713
H -7.209 -2.695 -5.824
H -7.469 -0.242 -5.376
H -6.151 0.828 -3.549
H -2.913 0.368 -2.351
H -3.419 0.511 -0.520
```

Properties
- Charge: +1
- E_HOMO: -8.20 eV
- Gap between HOMO and LUMO: 3.5 eV
- Multiplicity: 1

Löwdin population analysis, charges in e, atoms 1 to 5:
1. C -0.04
2. C -0.26
3. C 0.01
4. C -0.18
5. C -0.02



No. 3
Entry from OMol25: a structure of composition C38H42N3OS2ScSe at a distorted geometry (wB97M-V/def2-TZVPD).

Structure (XYZ):
```
88
C38H42N3OS2ScSe (wB97M-V/def2-TZVPD)
Sc 0.654 1.554 0.578
C 5.426 1.907 -3.155
C 5.196 1.306 -1.882
C 4.068 1.599 -1.198
C 3.024 2.391 -1.759
C 1.726 2.565 -1.062
C 0.832 3.392 -1.743
C 1.034 3.820 -3.050
C 2.200 3.611 -3.734
C 3.240 2.937 -3.037
C 4.487 2.702 -3.706
H 6.353 1.756 -3.704
H 5.963 0.685 -1.412
H 3.842 1.185 -0.221
H -0.190 3.477 -1.351
H 0.157 4.177 -3.629
H 2.329 3.956 -4.734
H 4.693 3.150 -4.669
C -0.748 -6.781 -0.066
C 0.454 -5.883 0.176
C 0.136 -4.400 0.167
C 1.251 -3.597 -0.531
N 0.951 -2.208 -0.627
C 0.196 -1.644 -1.547
S -0.285 0.017 -1.471
N -0.229 -2.405 -2.571
C -1.179 -1.880 -3.564
C -1.454 -3.051 -4.561
C -0.206 -3.551 -5.303
C 0.540 -2.417 -6.025
H -0.443 -7.740 -0.385
H -1.493 -6.426 -0.828
H -1.270 -6.999 0.874
H 1.193 -6.116 -0.625
H 0.986 -6.132 1.082
H -0.007 -4.004 1.138
H -0.697 -4.180 -0.558
H 1.568 -4.053 -1.498
H 2.142 -3.654 0.090
H 1.102 -1.574 0.213
H 0.193 -3.278 -2.827
H -0.907 -0.885 -4.030
H -2.064 -1.716 -2.978
H -2.176 -2.833 -5.322
H -1.953 -3.806 -3.949
H -0.458 -4.341 -6.021
H 0.497 -3.955 -4.577
H -0.210 -1.700 -6.389
H 1.039 -2.762 -6.929
H 1.332 -1.938 -5.432
N 1.648 3.234 1.947
C 2.088 3.797 2.856
C 2.577 4.309 4.088
C 3.623 3.617 4.708
C 4.034 4.056 5.976
C 3.519 5.216 6.559
C 2.472 5.922 5.910
C 2.021 5.458 4.666
H 4.063 2.700 4.348
H 4.887 3.532 6.491
H 3.916 5.526 7.514
H 2.112 6.816 6.389
H 1.242 5.955 4.114
O -1.438 1.976 0.998
S -2.060 1.287 2.195
C -3.770 1.927 2.339
C -4.869 1.153 2.105
C -6.106 1.610 2.478
C -6.205 2.880 3.075
C -5.070 3.659 3.335
C -3.797 3.187 2.956
C -2.477 -0.392 1.790
C -2.886 -0.796 0.533
C -3.278 -2.131 0.369
C -3.269 -3.047 1.426
C -2.801 -2.639 2.657
C -2.367 -1.292 2.820
H -4.782 0.255 1.544
H -6.952 1.042 2.191
H -7.185 3.333 3.323
H -5.117 4.645 3.782
H -2.950 3.820 3.200
H -2.821 -0.092 -0.343
H -3.784 -2.404 -0.554
H -3.635 -4.031 1.162
H -2.719 -3.290 3.474
H -2.000 -0.956 3.776
Se 1.306 -0.118 2.146
```

Properties
- E_HOMO: -6.50 eV
- Gap between HOMO and LUMO: 6.6 eV
- Multiplicity: 1

Löwdin population analysis, charges in e, atoms 1 to 5:
1. Sc 0.23
2. C -0.11
3. C -0.09
4. C -0.06
5. C -0.18



No. 4
Entry from OMol25: a structure of composition C38H43BCoF4N4O4 at a distorted geometry (wB97M-V/def2-TZVPD).

Structure (XYZ):
```
95
C38H43BCoF4N4O4 (wB97M-V/def2-TZVPD)
Co 0.124 0.793 1.042
C 0.138 2.864 -2.599
O -0.602 2.210 -1.589
C -1.669 1.466 -1.956
C -2.154 1.474 -3.264
C -3.296 0.773 -3.621
C -3.972 0.061 -2.648
C -3.481 0.030 -1.355
C -2.310 0.690 -0.965
N -1.783 0.542 0.367
N -2.647 -0.057 1.101
C -2.570 -0.190 2.426
C -1.641 0.543 3.225
O -0.736 1.251 2.711
C -1.811 0.534 4.658
C -2.802 -0.169 5.237
C -3.736 -0.941 4.466
C -4.764 -1.669 5.086
C -5.656 -2.411 4.350
C -5.524 -2.451 2.955
C -4.520 -1.750 2.329
C -3.614 -0.965 3.063
H -0.477 3.599 -3.132
H 0.552 2.147 -3.313
H 0.963 3.358 -2.098
H -1.634 2.035 -4.024
H -3.644 0.799 -4.646
H -4.871 -0.491 -2.896
H -3.993 -0.551 -0.605
H -1.079 1.077 5.241
H -2.888 -0.189 6.318
H -4.839 -1.640 6.169
H -6.443 -2.970 4.841
H -6.210 -3.051 2.370
H -4.399 -1.810 1.257
N -0.428 3.258 1.282
C 0.479 4.143 2.007
C 1.227 3.383 3.095
C 2.252 2.356 2.557
O 3.446 2.637 2.736
O 1.823 1.323 1.962
H -0.830 3.692 0.462
H -1.173 2.925 1.881
H -0.047 4.996 2.466
H 1.192 4.560 1.294
H 0.495 2.858 3.711
H 1.783 4.089 3.712
F -0.134 -2.267 4.284
B 0.011 -2.567 2.927
F 1.067 -3.468 2.733
F -1.179 -3.125 2.421
F 0.288 -1.362 2.203
C 3.740 4.315 -0.212
C 3.595 2.928 -0.790
C 4.631 2.380 -1.551
C 4.492 1.084 -2.019
C 5.576 0.457 -2.865
C 3.356 0.341 -1.728
C 2.276 0.843 -0.946
C 2.459 2.191 -0.531
N 1.145 0.174 -0.577
C 0.936 -1.155 -1.195
C 0.932 -1.055 -2.745
C 0.803 -2.436 -3.395
C 1.919 -3.353 -2.881
C 1.796 -3.540 -1.365
C 0.421 -4.118 -1.024
C -0.647 -3.137 -1.512
C -0.561 -3.025 -3.034
C -0.451 -1.750 -0.877
C 1.942 -2.196 -0.647
H 4.642 4.802 -0.589
H 3.815 4.252 0.876
H 2.882 4.947 -0.460
H 5.540 2.944 -1.739
H 6.507 1.021 -2.785
H 5.287 0.434 -3.920
H 5.771 -0.572 -2.554
H 3.349 -0.663 -2.121
H 1.670 2.630 0.062
H 1.809 -0.544 -3.133
H 0.064 -0.440 -3.016
H 0.887 -2.339 -4.485
H 2.894 -2.915 -3.128
H 1.863 -4.327 -3.385
H 2.582 -4.222 -1.020
H 0.338 -4.255 0.057
H 0.279 -5.094 -1.508
H -1.638 -3.502 -1.224
H -1.353 -2.366 -3.408
H -0.697 -4.010 -3.501
H -0.592 -1.833 0.194
H -1.226 -1.100 -1.280
H 2.972 -1.845 -0.685
H 1.710 -2.327 0.411
```

Properties
- Charge: -2
- E_HOMO (alpha / beta): -1.13 / -1.09 eV
- Gap between HOMO and LUMO (alpha / beta): 5.3 / 5.2 eV
- Multiplicity: 2
- <S²>: 0.814

Löwdin population analysis, charges in e, atoms 1 to 5:
1. Co 0.65
2. C -0.07
3. O -0.10
4. C -0.23
5. C -0.04



No. 5
Entry from OMol25: a structure of composition C38H43FN3O2Pt (wB97M-V/def2-TZVPD).

Structure (XYZ):
```
88
C38H43FN3O2Pt (wB97M-V/def2-TZVPD)
Pt -0.656 0.086 -0.328
C -0.939 -1.844 -4.337
C 0.054 -0.699 -4.144
C 0.317 0.043 -5.453
C 1.342 -1.164 -3.521
C 2.096 -2.133 -4.173
C 3.318 -2.539 -3.684
C 3.792 -1.974 -2.513
C 3.059 -1.027 -1.814
C 3.648 -0.523 -0.513
C 4.898 0.322 -0.769
C 3.948 -1.683 0.434
C 1.809 -0.604 -2.326
N 1.052 0.354 -1.590
C 1.581 1.600 -1.507
O 2.483 2.050 -2.211
C 1.002 2.422 -0.358
C 1.176 3.786 -0.191
C 0.499 4.420 0.847
C -0.392 3.717 1.648
C -0.544 2.357 1.425
N 0.230 1.759 0.516
C -1.570 1.460 2.107
O -2.183 1.883 3.085
N -1.648 0.207 1.581
C -2.053 -0.783 2.530
C -3.220 -1.558 2.409
C -3.561 -2.448 3.420
C -2.781 -2.609 4.548
C -1.616 -1.879 4.653
C -1.226 -0.987 3.662
C 0.116 -0.308 3.856
C 0.128 0.589 5.093
C 1.229 -1.353 3.927
C -4.107 -1.551 1.187
C -3.319 -2.198 0.033
C -4.656 -0.164 0.874
H -1.887 -1.467 -4.728
H -1.136 -2.342 -3.387
H -0.561 -2.586 -5.043
H -0.385 0.000 -3.434
H 0.764 -0.620 -6.197
H 1.002 0.876 -5.291
H -0.615 0.431 -5.870
H 1.715 -2.565 -5.091
H 3.897 -3.291 -4.206
H 4.751 -2.292 -2.121
H 2.906 0.107 -0.019
H 5.676 -0.271 -1.255
H 5.306 0.694 0.174
H 4.659 1.170 -1.408
H 4.734 -2.329 0.036
H 3.061 -2.293 0.594
H 4.285 -1.308 1.401
H 1.806 4.330 -0.881
H 0.620 5.486 0.990
H -0.990 4.201 2.406
H -4.468 -3.031 3.304
H -3.073 -3.303 5.327
H -0.979 -2.013 5.519
H 0.328 0.310 2.984
H -0.005 0.003 6.005
H -0.671 1.327 5.036
H 1.086 1.109 5.174
H 1.106 -2.007 4.793
H 2.201 -0.865 4.011
H 1.231 -1.975 3.035
H -4.970 -2.187 1.421
H -2.332 -1.706 0.041
H -3.796 -2.051 -0.936
H -3.180 -3.263 0.214
H -5.267 -0.188 -0.032
H -3.855 0.552 0.733
H -5.273 0.190 1.700
F -2.002 5.856 -2.264
C -2.111 4.501 -2.168
C -1.500 3.707 -3.116
C -1.597 2.332 -3.003
C -2.287 1.721 -1.943
C -2.305 0.265 -1.685
C -2.909 2.583 -1.017
C -2.828 3.958 -1.120
H -0.942 4.166 -3.921
H -1.100 1.727 -3.745
H -2.257 -0.353 -2.579
H -3.216 0.011 -1.154
H -3.443 2.152 -0.182
H -3.296 4.608 -0.392
```

Properties
- Charge: -1
- E_HOMO (alpha / beta): -4.17 / -4.18 eV
- Gap between HOMO and LUMO (alpha / beta): 6.8 / 6.8 eV
- Multiplicity: 1

Löwdin population analysis, charges in e, atoms 1 to 5:
1. Pt 1.10
2. C -0.07
3. C -0.40
4. C -0.06
5. C -0.14